Record 1
9
Properties=species:S:1:pos:R:3:forces:R:3 method="wB97M-V/def2-TZVPD" relative_energy_kcal_mol=68.23 charge=0 gap_ev=8.76 e_tot_ev=-19844.3915 smiles="C=[SiH2].S"
C -0.6868 0.9640 -0.2687 -3.5555 0.9763 -0.2387
Si -1.9780 -0.1438 0.1656 2.7005 1.3733 -0.4317
H -0.9061 2.0042 -0.6816 0.1639 -1.5387 0.6893
H 0.2155 0.5865 -0.5829 2.2860 -0.7641 -0.2903
H -1.7594 -1.3801 0.8651 0.2891 -0.7555 0.0386
H -3.2765 0.3014 0.3529 -1.8669 0.6986 0.2225
S 3.0481 -1.1005 -0.4144 0.8618 1.0408 -0.8802
H 2.2707 -1.4296 0.5606 -0.9076 -0.4468 1.1265
H 3.0725 0.1978 0.0034 0.0288 -0.5840 -0.2360

Record 2
10
Properties=species:S:1:pos:R:3:forces:R:3 method="wB97M-V/def2-TZVPD" multiplicity=2 relative_energy_kcal_mol=0.00 charge=0 gap_ev="5.99 / 10.95" s2=0.753 e_tot_ev=-4128.9768
C -0.9529 -0.5030 -1.3525 -1.1725 -0.6588 -0.2795
N 0.1722 0.1035 -0.9163 0.8304 0.4157 0.7561
H -1.6233 -0.9272 -0.6157 0.0849 0.0464 -0.1266
H -1.1819 -0.5992 -2.4053 0.1317 0.0829 0.1492
H 0.8226 0.4596 -1.5904 0.1186 0.0034 0.1024
H 0.4056 0.0910 0.1058 -0.0952 0.0153 -1.3543
N 0.5949 0.2844 1.8009 0.1889 0.1519 0.8679
H 1.0521 -0.3727 2.4256 -0.0254 -0.0172 -0.0801
H 1.1334 1.1449 1.8466 -0.0296 -0.0290 0.0052
H -0.3081 0.4941 2.2133 -0.0317 -0.0106 -0.0404